a) Molecular formula: C6H7NO2
Method: DFT, wB97M-V/def2-TZVPD

The highest occupied orbital energy comes out at -0.34869 Ha. The calculation puts the HOMO-LUMO gap at 10.08 eV.

Each line ends with the Löwdin charge.
Geometry (Å):
C -2.53599 -0.56775 -0.11535  -0.065
C -0.24831 -0.92343 -0.05625  -0.098
C 1.02131 -0.59147 0.14641  -0.166
C 2.05618 -1.56508 -0.01871  -0.179
C 1.36516 0.81446 0.54792  -0.263
C 0.91567 1.99838 -0.20182  -0.096
H -2.75292 -1.47977 0.42948  0.091
H -2.59472 -0.75614 -1.17736  0.092
H -3.21074 0.23781 0.21728  0.106
H -0.56248 -1.94330 -0.34918  0.153
H 1.60510 0.99738 1.62246  0.163
H 0.31481 1.82608 -1.11349  0.127
H 0.79429 2.92652 0.32659  0.109
N 2.84790 -2.39987 -0.11195  0.154
O -1.25191 -0.06913 0.18010  -0.106
O 2.23664 1.49532 -0.32613  -0.024



b) Molecular formula: C6H7NO2
Method: DFT, wB97M-V/def2-TZVPD

The highest occupied orbital energy (alpha / beta) comes out at -0.30716 / -0.30725 Ha. The calculation puts the HOMO-LUMO gap (alpha / beta) at 8.32 / 8.33 eV.

Each line ends with the Löwdin charge.
Geometry (Å):
C 0.48526 2.08962 0.59699  -0.013
C 1.34573 2.09118 -0.46777  -0.110
C -0.15145 0.81722 0.56457  -0.378
C 0.47789 0.14460 -0.39221  -0.029
C 0.30527 -2.12144 -1.39901  -0.128
C -1.06143 0.22791 1.54080  -0.053
N -0.86276 -2.94043 -1.34048  0.082
O 1.32400 0.90900 -1.14688  -0.007
O 0.32246 -3.07620 -0.47765  -0.014
H 0.37782 2.79697 1.33188  0.085
H 1.87508 2.80965 -0.92304  0.079
H 0.82907 -1.87114 -2.27821  0.097
H -2.00550 0.97004 1.41123  0.140
H -1.08311 -0.83551 1.24556  0.075
H -0.60464 0.45108 2.48916  0.070
H -1.57368 -2.46254 -0.75494  0.106



Which is the most stable structure? a) is the most stable.



a) Molecular formula: C33H66O33
Method: DFT, wB97M-V/def2-TZVPD

The highest occupied orbital energy comes out at -0.38399 Ha. The calculation puts the HOMO-LUMO gap at 10.73 eV.

Each line ends with the Löwdin charge.
Geometry (Å):
C 15.67749 -2.01140 4.48424  -0.069
O 15.73512 -1.37277 5.69686  -0.020
C 15.80855 -1.97954 6.88846  -0.535
O 16.02725 -3.16378 7.11615  0.110
O 15.54980 -0.97349 7.79181  -0.027
C 15.77478 -1.20289 9.22574  -0.020
H 14.72834 -2.53242 4.35873  0.099
H 16.40686 -2.82135 4.49459  0.098
H 15.79912 -1.22645 3.73781  0.102
H 14.88674 -1.17625 9.85722  0.089
H 16.28762 -0.29151 9.53314  0.082
H 16.47251 -2.02539 9.38310  0.092
C 10.74334 10.83341 6.47773  -0.047
O 11.05001 12.21038 6.76677  -0.018
C 11.60082 12.97845 5.76019  -0.502
O 11.93118 12.55872 4.65433  0.099
O 11.64637 14.29464 6.14666  -0.007
C 12.17646 15.20525 5.22323  -0.079
H 9.97731 10.35051 7.08445  0.092
H 11.62685 10.21905 6.65117  0.089
H 10.52901 10.70538 5.41670  0.089
H 13.10964 14.80462 4.82726  0.094
H 12.41927 16.22378 5.52609  0.094
H 11.53028 15.35703 4.35864  0.095
C 26.85770 16.74201 21.51557  -0.024
O 26.20452 16.43872 20.26211  0.020
C 25.26036 15.52156 20.11674  -0.617
O 24.64259 14.91382 20.94368  0.128
O 25.05519 15.30284 18.81879  -0.008
C 24.07817 14.40467 18.39735  -0.060
H 26.93337 17.81689 21.67992  0.089
H 27.91903 16.49493 21.54072  0.087
H 26.41807 16.25359 22.38521  0.093
H 24.36740 13.44759 18.83147  0.095
H 24.09941 14.21252 17.32463  0.097
H 23.09807 14.68008 18.78677  0.101
C 11.56301 14.44523 12.88788  -0.072
O 10.88471 15.61215 12.52269  -0.015
C 11.53104 16.57137 11.78225  -0.543
O 12.63904 16.62849 11.36711  0.154
O 10.58207 17.55190 11.57748  -0.046
C 10.91971 18.79800 10.98288  -0.047
H 10.89207 13.90528 13.55600  0.098
H 12.45112 14.70119 13.46568  0.092
H 11.97089 13.83130 12.08487  0.098
H 11.44788 19.31333 11.78511  0.096
H 10.00922 19.34551 10.73930  0.094
H 11.57301 18.62286 10.12811  0.092
C 23.06685 0.65562 8.72632  -0.050
O 23.34093 -0.62218 9.20386  0.006
C 22.73670 -1.67587 8.70598  -0.521
O 22.29116 -1.91867 7.57434  0.107
O 22.82398 -2.61253 9.72823  -0.030
C 22.69029 -3.97095 9.57903  -0.097
H 23.52746 0.70202 7.73951  0.099
H 23.36379 1.45172 9.40907  0.102
H 22.01380 0.75620 8.46348  0.099
H 21.81842 -4.36862 9.05961  0.094
H 22.55010 -4.36166 10.58690  0.093
H 23.58856 -4.40623 9.14115  0.099
C 21.82502 1.11357 1.96890  -0.077
O 22.48619 0.00383 1.51065  0.005
C 23.79377 0.06870 1.36852  -0.523
O 24.42937 1.16247 1.34002  0.067
O 24.27392 -1.20402 1.21087  -0.020
C 25.63947 -1.36590 0.85780  -0.046
H 20.77321 0.83527 2.03475  0.098
H 21.89661 1.98602 1.31941  0.102
H 22.16257 1.32652 2.98320  0.105
H 26.19421 -1.08177 1.75202  0.099
H 25.84475 -0.70584 0.01501  0.096
H 25.85291 -2.38700 0.54171  0.094
C 21.55351 15.52663 5.49795  -0.028
O 20.33239 16.23385 5.89785  -0.028
C 20.39644 17.06410 6.99673  -0.561
O 21.25097 17.07473 7.86647  0.116
O 19.22135 17.67234 6.99320  0.000
C 18.78232 18.51558 8.01575  -0.055
H 21.39628 14.89025 4.62709  0.088
H 21.96876 14.91019 6.29524  0.089
H 22.29899 16.27138 5.21920  0.091
H 18.35637 17.95217 8.84596  0.099
H 18.04872 19.25978 7.70573  0.095
H 19.63064 19.06042 8.43000  0.094
C 4.90344 5.85929 11.46029  -0.024
O 6.07596 6.63162 11.85118  -0.013
C 7.12845 5.89847 12.24776  -0.581
O 7.09321 4.65501 12.37759  0.073
O 8.14715 6.71500 12.43290  0.016
C 9.45084 6.17180 12.73583  -0.031
H 5.07045 5.37825 10.49654  0.098
H 4.13941 6.63380 11.39342  0.091
H 4.59093 5.16626 12.24140  0.094
H 9.44927 5.34697 13.44839  0.089
H 10.24942 6.83582 13.06667  0.095
H 9.79118 5.59012 11.87913  0.093
C 23.62567 7.41640 2.76228  -0.050
O 22.22297 7.46869 2.99677  -0.019
C 21.42982 8.31166 2.27077  -0.530
O 21.75879 8.99478 1.29014  0.090
O 20.20626 8.26724 2.82308  -0.006
C 19.03354 8.75369 2.15625  -0.039
H 23.84144 7.41635 1.69385  0.091
H 24.04545 6.50112 3.17958  0.094
H 24.13408 8.29299 3.16378  0.095
H 19.11260 9.15021 1.14402  0.095
H 18.54455 9.41950 2.86737  0.094
H 18.29860 7.96433 1.99851  0.085
C 17.03287 7.28589 8.56569  -0.051
O 17.43917 8.62426 8.70503  0.014
C 17.38193 9.19054 9.88665  -0.616
O 16.67633 8.88806 10.85663  0.101
O 18.26112 10.15055 9.77598  0.011
C 18.52047 10.98306 10.88662  -0.038
H 16.02941 7.26817 8.14042  0.097
H 17.02267 6.73821 9.50805  0.095
H 17.69674 6.67594 7.95304  0.093
H 17.73566 11.73724 10.94478  0.100
H 19.46678 11.47268 10.65668  0.096
H 18.59666 10.46054 11.84017  0.098
C 20.81545 18.85274 15.34716  -0.030
O 21.29551 19.09740 16.68826  0.004
C 20.57594 18.80412 17.76853  -0.617
O 19.54721 18.10044 17.69803  0.066
O 21.10257 19.31759 18.82684  0.028
C 20.54725 18.97836 20.13191  -0.003
H 19.82281 18.41456 15.24338  0.088
H 21.55736 18.22924 14.84825  0.093
H 20.66445 19.76267 14.76636  0.087
H 20.32005 17.91663 20.22777  0.096
H 19.63890 19.56297 20.27761  0.097
H 21.23451 19.20908 20.94587  0.091



b) Molecular formula: C33H66O33
Method: DFT, wB97M-V/def2-TZVPD

The highest occupied orbital energy comes out at -0.38826 Ha. The calculation puts the HOMO-LUMO gap at 10.67 eV.

Each line ends with the Löwdin charge.
Geometry (Å):
C -0.66621 -2.27381 -11.31477  -0.068
O 0.11786 -2.58512 -10.19011  0.005
C 0.83010 -1.54071 -9.72567  -0.510
O 0.95620 -0.45950 -10.25447  0.123
O 1.43984 -1.93608 -8.51147  -0.045
C 2.23918 -1.08464 -7.74474  -0.078
H -1.01876 -3.06372 -11.97799  0.094
H -0.32863 -1.55865 -12.06489  0.096
H -1.52433 -1.86702 -10.77974  0.103
H 2.82719 -0.45508 -8.41257  0.088
H 2.97137 -1.66246 -7.18071  0.096
H 1.60416 -0.40518 -7.17625  0.097
C -2.66281 -2.18036 4.19604  0.013
O -2.21469 -3.29340 3.29342  0.001
C -1.92180 -4.51025 3.71589  -0.636
O -1.61715 -4.82513 4.84697  0.110
O -1.81477 -5.27113 2.63752  -0.004
C -1.01624 -6.47219 2.71111  -0.022
H -1.97170 -2.00866 5.02126  0.086
H -3.61301 -2.36393 4.69757  0.088
H -2.74366 -1.25732 3.62196  0.086
H -1.38633 -7.20481 1.99390  0.089
H -1.10825 -6.95018 3.68639  0.091
H 0.01258 -6.22653 2.44793  0.096
C -2.12455 6.07510 9.02993  -0.056
O -1.21839 6.11138 7.93872  -0.022
C -1.42893 5.20612 6.92827  -0.484
O -2.38925 4.40887 6.80648  0.075
O -0.34597 5.34639 6.08547  -0.028
C -0.20893 4.50725 4.91420  -0.039
H -1.77127 6.40015 10.00852  0.092
H -2.40222 5.02614 9.13331  0.091
H -2.97995 6.71190 8.80435  0.096
H -0.81867 4.73433 4.03970  0.094
H -0.27608 3.44787 5.16179  0.091
H 0.83021 4.66649 4.62620  0.089
C -8.97196 3.16205 -3.92187  -0.034
O -8.47751 4.42185 -3.44564  -0.018
C -7.35297 4.87318 -4.04596  -0.538
O -6.94436 4.49057 -5.17882  0.051
O -6.77358 5.88531 -3.40016  0.003
C -5.53601 6.34823 -3.95139  -0.042
H -9.78485 2.87066 -3.25673  0.092
H -8.23927 2.48927 -3.47619  0.098
H -9.16881 3.13679 -4.99365  0.103
H -5.44136 6.37600 -5.03692  0.091
H -4.70543 5.74806 -3.57987  0.099
H -5.50110 7.38994 -3.63246  0.095
C -3.71129 11.13734 1.68910  -0.023
O -4.69308 10.22839 2.12095  0.051
C -4.60507 8.99948 1.92171  -0.618
O -3.59344 8.37061 1.59672  0.089
O -5.80921 8.40663 2.21351  -0.014
C -5.87390 7.00616 2.35385  -0.061
H -2.79858 11.04230 2.27735  0.103
H -3.95520 12.19918 1.65584  0.097
H -3.50984 10.90941 0.64241  0.102
H -5.79293 6.73119 3.40548  0.092
H -5.05977 6.55827 1.78404  0.090
H -6.85197 6.61040 2.08026  0.091
C -7.30871 -2.31745 0.78518  -0.070
O -6.31761 -2.48371 -0.18645  -0.007
C -6.16719 -3.59793 -0.90634  -0.535
O -6.82462 -4.59332 -0.59235  0.095
O -5.07973 -3.51145 -1.72099  -0.005
C -4.48416 -4.70422 -2.25066  -0.041
H -8.29801 -2.40585 0.33621  0.097
H -7.28453 -1.29513 1.16252  0.091
H -7.31713 -2.92787 1.68819  0.098
H -4.82017 -4.96440 -3.25441  0.088
H -4.63735 -5.62855 -1.69366  0.095
H -3.43279 -4.43846 -2.36060  0.094
C 9.01310 -3.74463 4.53351  -0.011
O 7.66847 -4.29884 4.55845  -0.021
C 7.19372 -5.06173 5.55018  -0.535
O 7.91111 -5.50353 6.45266  0.084
O 5.84255 -5.29323 5.39405  -0.016
C 5.16527 -6.06153 6.40515  -0.046
H 9.73510 -4.48207 4.18278  0.093
H 9.21550 -3.45727 5.56528  0.095
H 9.10983 -2.91375 3.83467  0.091
H 4.44691 -6.76675 5.98715  0.087
H 4.53783 -5.43904 7.04305  0.092
H 5.86639 -6.66863 6.97784  0.089
C 11.78347 -5.17960 -1.82599  -0.083
O 12.94798 -4.92726 -1.18991  -0.018
C 14.15687 -4.88784 -1.75026  -0.525
O 14.42772 -5.42429 -2.83529  0.100
O 14.96869 -4.27670 -0.83473  -0.017
C 16.35284 -4.35234 -1.09592  -0.055
H 11.56965 -4.32785 -2.47167  0.108
H 10.96773 -5.34938 -1.12326  0.098
H 11.92058 -6.13478 -2.33289  0.100
H 16.70004 -5.38158 -1.00532  0.100
H 16.85550 -3.68221 -0.39854  0.097
H 16.48630 -4.00552 -2.12062  0.095
C -1.00701 0.46405 -1.23929  -0.017
O -0.19914 -0.71110 -1.50668  0.004
C 0.92489 -0.91099 -0.83783  -0.519
O 1.53017 -0.12653 -0.02353  0.046
O 1.37116 -2.13375 -1.19470  -0.010
C 2.53192 -2.67099 -0.65428  -0.072
H -0.35389 1.33650 -1.25822  0.097
H -1.45066 0.42247 -0.24453  0.090
H -1.93631 0.53336 -1.80471  0.093
H 2.87460 -2.29368 0.30920  0.098
H 3.25877 -2.39725 -1.41904  0.097
H 2.59155 -3.75901 -0.62690  0.093
C -11.29073 -2.12054 -8.65428  -0.053
O -10.18213 -1.85778 -7.79802  -0.019
C -8.92783 -1.95775 -8.33481  -0.586
O -8.66710 -2.10283 -9.55102  0.064
O -8.06776 -1.74432 -7.40445  0.001
C -6.60480 -1.81431 -7.60907  0.026
H -11.06371 -2.16044 -9.71963  0.085
H -11.85361 -1.18924 -8.59138  0.096
H -11.74703 -3.07262 -8.38328  0.097
H -6.25787 -1.07133 -8.32721  0.099
H -6.37118 -2.86695 -7.76868  0.100
H -6.27412 -1.52778 -6.61075  0.090
C 8.39789 5.11693 7.63709  -0.092
O 7.14335 4.50142 7.66743  -0.018
C 7.12642 3.30078 6.94923  -0.526
O 8.01863 2.92693 6.21681  0.122
O 5.99007 2.64127 7.23054  -0.004
C 5.65561 1.51217 6.49517  -0.067
H 8.33006 6.02225 8.24031  0.095
H 8.80641 5.35534 6.65506  0.097
H 9.10482 4.47395 8.16143  0.097
H 4.65969 1.17911 6.78728  0.101
H 6.40577 0.72778 6.39469  0.099
H 5.55687 1.88565 5.47592  0.097



Which is the most stable structure? a) is the most stable.



a) Molecular formula: C4H6FNO2
Method: DFT, wB97M-V/def2-TZVPD

The highest occupied orbital energy (alpha / beta) comes out at -0.32968 / -0.33049 Ha. The calculation puts the HOMO-LUMO gap (alpha / beta) at 8.12 / 8.13 eV.

Each line ends with the Löwdin charge.
Geometry (Å):
C -1.31635 0.31928 0.02651  -0.057
C -0.15989 0.01011 -0.67644  -0.052
C -2.51759 -0.50537 -0.10550  -0.294
C 1.16478 0.64081 -0.43764  -0.175
N 1.78556 -1.14228 0.62178  -0.009
O -3.58847 -0.28677 0.43731  0.044
O 1.29138 1.63312 0.46884  0.048
F 2.72114 -1.76965 -0.05781  -0.131
H -1.53571 1.23201 0.63126  0.126
H -0.19699 -0.86593 -1.30119  0.106
H -2.16524 -1.34759 -0.76153  0.120
H 1.78340 0.88782 -1.27416  0.126
H 2.18947 -0.50934 1.46581  0.114
H 0.54451 1.70379 0.96277  0.034



b) Molecular formula: C4H6FNO2
Method: DFT, wB97M-V/def2-TZVPD

The highest occupied orbital energy comes out at -0.33756 Ha. The calculation puts the HOMO-LUMO gap at 9.10 eV.

Each line ends with the Löwdin charge.
Geometry (Å):
C 2.16108 0.71947 0.12788  -0.552
C 0.59719 -1.20760 0.89624  -0.059
C 1.01995 -0.09920 0.41668  0.005
C -3.14712 0.28317 0.12659  -0.150
N 2.71129 0.43063 -1.08808  0.174
O 2.67843 1.47599 0.90509  0.088
O 0.46151 -1.32181 -0.40624  0.000
F -3.57506 1.52402 -0.28180  -0.105
H 0.31796 -1.97281 1.64325  0.151
H -3.90218 -0.45019 -0.16945  0.061
H -2.06625 0.04948 -0.31157  0.090
H -2.90141 0.09315 1.30611  0.111
H 2.44582 -0.47456 -1.38207  0.076
H 3.19879 0.95026 -1.78263  0.110



Which is the most stable structure? b) is the most stable.